[1]
This record from the OMol25 dataset describes a molecular structure, C30H42BrN3O2Si3Sn. The level of theory is ωB97M-V/def2-TZVPD.

total energy = -5139.91951 a.u.
lowest unoccupied orbital energy (spin up / spin down) = -0.9 / -0.9 eV
HOMO-LUMO gap (spin up / spin down) = 5.58 / 5.58 eV

```
! RIJCOSX wB97M-V def2-TZVPD def2/J DEFGRID3
* xyz 0 1
Sn -0.01 -0.51 -0.35
O 1.01 2.58 4.35
C 0.53 3.45 3.40
C 0.28 4.74 3.86
C -0.27 5.68 2.97
C -0.49 5.34 1.64
C -0.26 4.02 1.22
C 0.26 3.05 2.06
C 0.51 1.65 1.56
O -0.04 1.42 0.33
N 0.12 0.76 2.61
N 0.17 -0.59 2.22
C -0.58 -1.41 2.90
C -0.55 -2.85 2.74
Br 0.69 -3.57 1.47
C -1.28 -3.69 3.56
C -1.64 -3.40 4.92
C -1.03 -2.36 5.68
C -1.34 -2.11 7.01
C -2.39 -2.77 7.60
C -3.04 -3.81 6.91
C -2.68 -4.08 5.59
H 1.09 1.69 3.92
H 0.54 4.99 4.89
H -0.54 6.69 3.36
H -0.79 6.11 0.92
H -0.39 3.74 0.19
H 1.59 1.50 1.52
H -0.78 1.01 3.10
H -1.37 -1.02 3.54
H -1.49 -4.67 3.12
H -0.29 -1.75 5.16
H -0.88 -1.30 7.56
H -2.70 -2.49 8.61
H -3.78 -4.43 7.42
H -3.38 -4.78 5.10
C -2.33 -2.36 -1.97
Si -1.76 -1.08 -3.22
C -1.48 -1.93 -4.87
C -3.23 -0.01 -3.39
C -0.12 -0.21 -2.62
Si -0.05 1.65 -3.12
C 0.01 1.78 -5.07
C 1.38 2.71 -2.53
C -1.48 2.73 -2.52
Si 1.49 -1.03 -3.09
C 2.22 -0.76 -4.83
C 1.42 -2.94 -2.82
C 2.74 -0.44 -1.82
C 4.05 -0.18 -2.11
C 5.00 -0.21 -1.05
C 4.60 -0.32 0.26
C 3.23 -0.43 0.47
N 2.32 -0.50 -0.50
H -2.65 -1.98 -0.99
H -1.56 -3.16 -1.76
H -3.15 -2.90 -2.46
H -2.42 -1.91 -5.50
H -1.20 -2.96 -4.77
H -0.66 -1.43 -5.42
H -4.13 -0.66 -3.45
H -3.14 0.65 -4.27
H -3.42 0.65 -2.55
H 1.04 1.92 -5.36
H -0.54 2.71 -5.38
H -0.44 0.93 -5.61
H 2.35 2.45 -2.96
H 1.48 2.85 -1.44
H 1.11 3.73 -2.98
H -2.27 2.78 -3.29
H -1.14 3.76 -2.33
H -1.92 2.37 -1.59
H 1.47 -0.94 -5.62
H 3.01 -1.51 -4.96
H 2.60 0.23 -4.97
H 0.54 -3.37 -3.33
H 1.44 -3.29 -1.79
H 2.29 -3.46 -3.29
H 4.38 0.04 -3.12
H 6.06 -0.05 -1.23
H 5.27 -0.32 1.13
H 2.79 -0.44 1.47
*
```

***

[2]
This record from the OMol25 dataset describes a molecular structure, C30H43AsNO5S5V. The level of theory is ωB97M-V/def2-TZVPD.

expectation value of S² = 3.82
total energy = -6770.54880 a.u.
lowest unoccupied orbital energy (spin up / spin down) = 2.3 / 2.3 eV
HOMO-LUMO gap (spin up / spin down) = 4.82 / 4.82 eV

```
! RIJCOSX wB97M-V def2-TZVPD def2/J DEFGRID3
* xyz -1 4
V 0.63 -0.42 0.46
C -2.12 -0.12 -2.20
O -1.68 0.58 -1.07
C -2.68 1.43 -0.58
C -2.13 2.19 0.63
O -1.34 1.42 1.50
C -2.00 0.68 2.50
C -2.72 -0.59 2.03
O -1.92 -1.22 1.07
C -2.38 -2.50 0.73
H -2.33 0.57 -3.03
H -3.03 -0.70 -1.97
H -1.32 -0.80 -2.47
H -3.58 0.84 -0.33
H -2.98 2.17 -1.35
H -2.96 2.65 1.19
H -1.46 2.97 0.26
H -2.72 1.32 3.04
H -1.20 0.38 3.18
H -3.72 -0.36 1.61
H -2.87 -1.25 2.90
H -3.42 -2.45 0.35
H -2.34 -3.17 1.59
H -1.72 -2.86 -0.06
S 0.61 1.18 -3.94
S 2.49 0.83 -3.44
S 2.75 -0.93 -2.31
S 2.82 -0.74 -0.28
C 4.73 1.12 5.10
C 3.88 1.47 3.91
C 2.53 1.75 4.07
C 1.72 1.97 2.97
C 2.26 1.93 1.70
C 3.62 1.72 1.53
C 4.42 1.49 2.63
S 1.22 2.18 0.24
C 0.94 4.00 0.70
O 2.16 2.27 -0.88
H 4.13 1.13 6.01
H 5.56 1.81 5.22
H 5.13 0.12 4.98
H 2.11 1.78 5.06
H 0.66 2.17 3.09
H 4.03 1.72 0.53
H 5.48 1.31 2.49
H 1.89 4.44 0.96
H 0.25 4.05 1.54
H 0.52 4.49 -0.18
C -0.71 -4.50 -2.91
As 0.63 -3.07 -2.64
C 0.63 -2.27 -4.42
C 2.29 -4.06 -2.38
O 0.03 -2.20 -1.41
H -0.49 -5.13 -3.77
H -1.67 -4.01 -3.06
H -0.77 -5.11 -2.01
H 0.76 -3.07 -5.16
H 1.43 -1.55 -4.52
H -0.32 -1.76 -4.60
H 2.07 -5.13 -2.37
H 2.75 -3.77 -1.44
H 2.98 -3.84 -3.19
N 0.88 -1.09 1.96
C 0.93 -2.01 2.87
C 1.16 -1.80 4.29
C 1.77 -2.80 5.07
C 1.96 -2.62 6.43
C 1.56 -1.46 7.06
C 0.97 -0.45 6.30
C 0.78 -0.62 4.95
C 0.68 -3.39 2.42
C -0.15 -4.24 3.16
C -0.50 -5.48 2.67
C -0.03 -5.91 1.43
C 0.81 -5.07 0.71
C 1.16 -3.83 1.18
H 2.10 -3.71 4.60
H 2.44 -3.41 7.01
H 1.69 -1.33 8.13
H 0.65 0.46 6.79
H 0.32 0.17 4.37
H -0.53 -3.91 4.12
H -1.15 -6.12 3.25
H -0.31 -6.88 1.04
H 1.20 -5.41 -0.25
H 1.81 -3.16 0.63
*
```

***

[3]
This record from the OMol25 dataset describes a molecular structure, C30H43BF4N3O6PSSc. The level of theory is ωB97M-V/def2-TZVPD.

total energy = -3709.93862 a.u.
lowest unoccupied orbital energy = 2.4 eV
HOMO-LUMO gap = 8.06 eV

```
! RIJCOSX wB97M-V def2-TZVPD def2/J DEFGRID3
* xyz -1 1
Sc -1.48 -1.54 1.23
O -4.29 1.43 2.57
C -3.69 0.58 1.89
N -3.18 -0.58 2.26
C -3.28 -0.91 3.67
C -3.04 -2.38 3.84
C -3.34 -3.02 5.04
C -3.14 -4.38 5.15
C -2.65 -5.07 4.05
C -2.36 -4.35 2.90
N -2.55 -3.04 2.79
C -3.58 0.76 0.39
C -4.30 1.77 -0.24
C -4.30 1.84 -1.62
C -3.60 0.87 -2.32
C -2.89 -0.09 -1.61
N -2.85 -0.13 -0.29
H -2.49 -0.39 4.23
H -4.25 -0.60 4.08
H -3.72 -2.45 5.87
H -3.38 -4.91 6.06
H -2.49 -6.14 4.08
H -1.98 -4.85 2.01
H -4.85 2.46 0.39
H -4.84 2.62 -2.14
H -3.60 0.86 -3.40
H -2.35 -0.87 -2.13
F -1.28 -2.90 -0.34
B -2.54 -3.53 -0.75
F -2.47 -4.86 -0.50
F -3.48 -2.90 0.07
F -2.75 -3.26 -2.07
O 1.72 -0.97 3.01
S 0.33 -1.40 3.07
O 0.06 -2.50 2.06
O -0.57 -0.31 2.52
O -0.10 -1.79 4.39
O -0.07 -0.47 -0.24
P 1.19 0.34 -0.30
C 1.08 1.60 1.08
C -0.28 2.28 1.08
C -0.32 3.54 0.22
C 0.72 4.53 0.73
C 2.12 3.92 0.65
C 2.19 2.60 1.41
C 1.34 0.88 -2.09
C 2.18 2.10 -2.41
C 2.53 2.11 -3.91
C 1.41 1.48 -4.75
C 0.06 1.73 -4.10
C -0.03 0.99 -2.76
C 2.63 -0.75 0.12
C 2.43 -2.16 -0.42
C 3.03 -2.42 -1.80
C 4.49 -2.00 -1.85
C 4.60 -0.51 -1.53
C 4.06 -0.24 -0.12
H 1.06 0.86 1.89
H -0.53 2.54 2.11
H -1.04 1.56 0.76
H -1.31 3.99 0.26
H -0.10 3.28 -0.82
H 0.50 4.78 1.78
H 0.69 5.46 0.16
H 2.85 4.61 1.07
H 2.37 3.76 -0.40
H 2.08 2.82 2.48
H 3.17 2.15 1.28
H 1.85 0.01 -2.53
H 3.10 2.11 -1.82
H 1.62 3.00 -2.17
H 3.46 1.55 -4.07
H 2.71 3.14 -4.23
H 1.57 0.41 -4.85
H 1.43 1.90 -5.76
H -0.75 1.40 -4.76
H -0.06 2.81 -3.95
H -0.42 -0.02 -2.92
H -0.74 1.50 -2.10
H 2.47 -0.82 1.21
H 1.36 -2.38 -0.42
H 2.89 -2.85 0.29
H 2.48 -1.87 -2.57
H 2.94 -3.48 -2.04
H 4.92 -2.20 -2.83
H 5.06 -2.57 -1.11
H 4.05 0.06 -2.27
H 5.65 -0.19 -1.57
H 4.13 0.83 0.09
H 4.71 -0.77 0.58
*
```

***

The calculation returns the following largest force on an atom values, one per record and in order: 3.1; 5.1; 3.1 eV Å⁻¹.
The calculation returns the following energy relative to the best compared isomer or geometry (same formula, charge and spin) values, one per record and in order: 0.0; 310.8; 74.0 kJ/mol.